# 1
{"formula": "C17H20N4O3S2", "method": "ωB97M-V/def2-TZVPD", "multiplicity": 1, "smiles": "COCCSc1nnc(NC(=O)[C@@H]2CC(=O)N(c3ccc(C)cc3)C2)s1", "elements": ["C", "O", "C", "C", "S", "C", "N", "N", "C", "N", "C", "O", "C", "C", "C", "O", "N", "C", "C", "C", "C", "C", "C", "C", "C", "S", "H", "H", "H", "H", "H", "H", "H", "H", "H", "H", "H", "H", "H", "H", "H", "H", "H", "H", "H", "H"], "positions_angstrom": [[3.63741, 1.43253, -3.48386], [2.56374, 0.81316, -2.81894], [2.62410, 0.86878, -1.41736], [2.24027, 2.24688, -0.87225], [2.35049, 2.27388, 0.94090], [0.83943, 1.56433, 1.35008], [-0.13239, 1.36321, 0.52539], [-1.19512, 0.81523, 1.08107], [-1.08192, 0.57029, 2.33577], [-2.04441, -0.02115, 3.11715], [-2.66357, -1.24139, 2.97603], [-3.58115, -1.52414, 3.70773], [-2.11019, -2.22382, 1.95650], [-0.59254, -2.39859, 2.06977], [-0.01691, -1.79509, 0.79624], [1.15069, -1.52524, 0.61166], [-1.03101, -1.61775, -0.07914], [-0.84096, -1.13482, -1.39254], [-1.64986, -0.14037, -1.92462], [-1.41558, 0.32356, -3.20578], [-0.38419, -0.18828, -3.98023], [-0.10545, 0.34278, -5.35214], [0.41063, -1.19208, -3.44140], [0.18790, -1.66499, -2.16414], [-2.34810, -1.81363, 0.48719], [0.49051, 1.07521, 2.99949], [4.60095, 1.08189, -3.09512], [3.55086, 1.15122, -4.53205], [3.60086, 2.52521, -3.40594], [1.91394, 0.12011, -1.05655], [3.63068, 0.60229, -1.06191], [2.93360, 3.01840, -1.20742], [1.22042, 2.50433, -1.15185], [-2.35549, 0.49838, 3.93092], [-2.63083, -3.16062, 2.16929], [-0.15884, -1.93138, 2.95347], [-0.31222, -3.45351, 2.09193], [-2.44052, 0.29413, -1.33520], [-2.04497, 1.10645, -3.60472], [0.10368, -0.46883, -6.04627], [-0.94534, 0.92207, -5.72781], [0.77184, 0.98814, -5.31686], [1.21740, -1.60473, -4.02761], [0.81766, -2.43856, -1.75344], [-2.93550, -0.89412, 0.42508], [-2.87320, -2.60015, -0.06496]], "forces_ev_per_a": [[-0.0119, 0.0206, 0.0136], [-0.0404, 0.0321, -0.2386], [-0.1121, -0.0492, 0.2791], [-0.0025, -0.2124, 0.0673], [0.5345, 0.2915, -0.1497], [-0.0912, -0.0966, 0.7647], [1.1254, 0.5343, -0.8457], [-1.5929, -0.4247, 0.6947], [1.1137, 0.4947, 0.1801], [-0.3040, 0.4201, 0.7615], [0.0477, -0.4236, -0.2275], [-0.1965, -0.0805, 0.1244], [-0.0430, -0.1588, 0.0626], [0.1084, -0.0420, -0.0497], [0.1369, -0.1484, 0.4721], [0.2607, -0.0500, -0.0029], [-0.2623, -0.2318, -0.1654], [0.0874, 0.0840, -0.3086], [0.0330, -0.1474, 0.2079], [0.0699, -0.0599, -0.1172], [-0.1000, -0.0050, 0.0102], [0.0478, 0.0095, 0.0625], [-0.1545, -0.0046, 0.0735], [-0.0368, -0.0397, -0.0155], [-0.3596, -0.0738, -0.2250], [-0.5485, -0.1517, -0.9617], [0.0018, 0.0033, -0.0120], [0.0813, 0.0678, -0.0222], [0.0269, -0.0141, -0.0185], [0.1393, 0.1012, 0.0800], [-0.0826, -0.0145, -0.0249], [-0.0538, 0.0504, 0.0344], [0.0607, 0.0578, -0.0747], [-0.0869, -0.1234, -0.1692], [0.0329, 0.2420, 0.0007], [0.0568, -0.0165, -0.0809], [0.0008, 0.0326, 0.0045], [-0.0749, 0.0443, 0.1029], [-0.0620, 0.0691, -0.0537], [0.0071, -0.0122, -0.1011], [-0.0252, 0.0408, -0.0763], [0.0719, 0.0864, -0.0839], [0.1142, -0.0436, -0.0623], [0.0446, -0.0559, 0.0442], [0.0419, -0.0956, -0.0366], [-0.0045, 0.0933, 0.0831]], "mulliken_charge": [-0.926, -0.087, 0.009, -0.690, -0.176, 0.435, -0.175, -0.329, 0.193, -0.049, -0.037, -0.653, 0.218, -0.991, 0.091, -0.608, 0.363, 0.265, 0.234, -1.224, 1.103, -1.440, -0.715, -0.473, -0.862, -0.191, 0.355, 0.255, 0.343, -0.116, 0.303, 0.504, 0.293, 0.305, 0.583, 0.334, 0.376, 0.340, 0.309, 0.366, 0.375, 0.210, 0.337, 0.400, 0.355, 0.492]}

=====

# 2
{"formula": "C15H14B3CsF6N6O11", "method": "ωB97M-V/def2-TZVPD", "multiplicity": 1, "total_charge": -2, "elements": ["Cs", "C", "C", "N", "O", "B", "F", "F", "O", "N", "C", "C", "C", "N", "O", "B", "F", "F", "O", "N", "C", "C", "C", "H", "H", "H", "H", "H", "H", "H", "H", "H", "H", "H", "H", "O", "C", "O", "C", "C", "C", "C", "C", "C", "O", "N", "O", "O", "N", "O", "O", "H", "H", "F", "B", "F"], "positions_angstrom": [[-0.20793, 0.87880, 0.54423], [0.15875, -4.74031, -1.73740], [0.26402, -3.52175, -0.85432], [0.69294, -2.39555, -1.27554], [1.08277, -2.28779, -2.55827], [1.88584, -1.08841, -2.90483], [1.13010, 0.06122, -3.02606], [2.48647, -1.37003, -4.11761], [3.00110, -0.91397, -1.93104], [2.65001, -0.92535, -0.63169], [3.57554, -1.00841, 0.24736], [5.03796, -1.05792, -0.12733], [3.17542, -1.08422, 1.64663], [1.92338, -1.08801, 1.90477], [1.54751, -1.20583, 3.19879], [0.10248, -1.52375, 3.39237], [-0.71862, -0.42013, 3.08866], [-0.05258, -1.85693, 4.72161], [-0.28965, -2.71388, 2.60389], [-0.04245, -2.59856, 1.27645], [-0.08867, -3.64875, 0.55393], [-0.45688, -5.00776, 1.09730], [4.20416, -1.17209, 2.74716], [0.46122, -4.45949, -2.74375], [-0.86132, -5.11798, -1.75927], [0.81550, -5.53045, -1.37544], [5.09995, -1.00984, -1.21204], [5.49343, -1.98714, 0.21332], [5.57202, -0.21206, 0.30080], [-0.68872, -4.90184, 2.15398], [0.37187, -5.70427, 0.98720], [-1.32216, -5.41345, 0.57735], [5.20294, -1.37464, 2.37721], [3.89609, -1.95683, 3.43720], [4.20421, -0.23705, 3.30684], [-0.89066, 4.17323, 2.44317], [-1.27357, 3.62510, 1.41251], [-0.63006, 3.26271, 0.42662], [-2.83348, 3.36986, 1.37190], [-3.60095, 4.09009, 2.25585], [-4.99884, 3.96286, 2.29448], [-5.63337, 3.02940, 1.49712], [-4.86167, 2.24978, 0.63015], [-3.44765, 2.45640, 0.48639], [-2.77191, 1.80884, -0.41762], [-5.46716, 1.20586, -0.01555], [-6.62575, 0.86166, 0.21929], [-4.76091, 0.45973, -0.84882], [-5.76657, 4.77768, 3.17012], [-5.20571, 5.68125, 3.76855], [-6.96043, 4.53914, 3.29421], [-3.09894, 4.77263, 2.92895], [-6.70471, 2.90161, 1.53227], [-4.05626, 2.10039, -2.35561], [-3.56429, 1.14442, -1.48467], [-2.86772, 0.18179, -2.13099]], "forces_ev_per_a": [[1.4935, -3.4519, -0.2727], [0.2075, 0.2835, -0.0804], [0.2851, -0.0354, -1.6038], [-0.5472, 0.5815, 0.6334], [-0.2380, -0.8243, -0.5401], [0.1557, -0.4226, 0.8263], [-0.5318, 0.5253, 0.2698], [0.3042, -0.1871, -0.5688], [0.8775, -0.0123, -0.0556], [-0.4572, 0.6838, 0.5028], [0.5423, 0.1447, -1.5212], [-0.3793, -0.1115, -0.1878], [-0.3851, -0.0176, 1.4154], [-0.0989, 0.4828, -0.5894], [0.4931, 0.0366, 0.6206], [0.4597, -0.3428, -0.6225], [-0.1313, 0.2699, -0.1509], [-0.0335, -0.1244, 0.4867], [-0.2198, -0.7210, 0.2574], [-0.3848, 0.6443, -0.5530], [-0.4508, -0.0920, 1.3853], [0.1356, 0.3075, 0.2157], [-0.3402, -0.1332, -0.0692], [-0.0107, -0.0527, -0.0020], [-0.1190, -0.1220, -0.0015], [0.0059, -0.1805, -0.0147], [0.0739, -0.0001, 0.0165], [0.1759, -0.0324, 0.0623], [0.1681, 0.0390, 0.1096], [-0.0156, -0.0416, 0.0135], [0.0611, -0.1798, -0.0360], [-0.0721, -0.1010, -0.0840], [0.0966, 0.0072, -0.0285], [0.0540, -0.0046, 0.1086], [0.0818, 0.0576, 0.1192], [-0.0810, 0.2233, 0.5675], [-0.5451, 0.7165, 0.2856], [-0.3478, 2.0420, -0.7589], [0.5349, 0.1709, 0.2470], [0.1467, -0.1168, -0.2254], [0.2817, -1.4381, -1.4236], [-0.1013, 0.6488, 0.6660], [0.7253, 0.7528, 0.3121], [-0.1614, 0.0356, -0.2124], [-0.9025, -0.0581, 0.1662], [-1.5690, -1.9627, -0.5134], [2.0135, 0.5546, -0.5708], [-1.3395, 0.6397, 1.2760], [-0.9096, 0.8885, 1.0522], [0.0787, -0.2298, -0.2274], [0.0980, -0.0907, -0.1765], [0.1141, -0.0514, -0.0739], [0.0414, -0.0385, 0.0676], [-0.2295, 0.1813, 0.2548], [0.8942, 0.2863, -1.2430], [0.0018, -0.0269, 0.4697]], "mulliken_charge": [1.071, -1.536, 0.545, 0.149, -0.447, 0.676, -0.321, -0.422, -0.498, 0.083, 0.683, -1.732, 0.500, 0.081, -0.518, 0.692, -0.339, -0.403, -0.464, 0.124, 0.492, -1.540, -1.503, 0.393, 0.317, 0.272, 0.372, 0.329, 0.345, 0.382, 0.266, 0.322, 0.393, 0.313, 0.242, -0.794, 0.096, -0.841, 0.184, -0.132, -0.418, -0.494, -0.087, 0.754, -0.476, 0.874, -0.633, -0.392, 1.032, -0.616, -0.642, 0.627, 0.591, -0.331, 0.732, -0.347]}

=====

# 3
{"formula": "C2H5IOS", "method": "ωB97M-V/def2-TZVPD", "multiplicity": 1, "smiles": "CCOSI", "elements": ["C", "C", "O", "S", "I", "H", "H", "H", "H", "H"], "positions_angstrom": [[-0.44967, 0.25547, -1.17316], [0.52324, -0.27035, -0.16916], [0.81994, 0.58348, 0.88688], [-0.61616, 0.79423, 1.97568], [-0.15737, -1.01297, 3.31806], [-1.52357, -0.28078, -1.28983], [-0.39335, 1.28891, -0.89332], [-0.10012, 0.24916, -2.26232], [1.60565, -0.38262, -0.65731], [0.29141, -1.22452, 0.26448]], "forces_ev_per_a": [[-1.6817, -1.0252, -2.4811], [3.2341, -1.6603, -1.4777], [-2.2148, 1.6553, 2.1332], [2.0315, 0.3154, -1.9540], [0.0024, -0.8104, 0.7582], [2.3781, 1.6084, 1.0084], [-1.2492, 0.9143, -0.2445], [0.0164, -0.2488, 1.5484], [-2.1965, 0.0726, 0.8103], [-0.3204, -0.8211, -0.1011]], "mulliken_charge": [-0.875, -0.090, -0.370, -0.037, 0.104, 0.206, 0.314, 0.279, 0.222, 0.248]}

=====

# 4
{"formula": "C15H22F9NO8P", "method": "ωB97M-V/def2-TZVPD", "multiplicity": 1, "total_charge": 1, "elements": ["C", "O", "C", "P", "N", "C", "O", "H", "H", "H", "H", "H", "H", "H", "C", "C", "O", "C", "O", "C", "F", "F", "F", "H", "H", "H", "H", "H", "C", "C", "O", "C", "O", "C", "F", "F", "F", "H", "H", "H", "H", "H", "C", "C", "O", "C", "O", "C", "F", "F", "F", "H", "H", "H", "H", "H"], "positions_angstrom": [[0.95768, 5.33858, 1.54374], [0.02740, 4.25672, 1.39802], [0.59560, 3.05107, 1.00691], [1.61251, 2.29855, 2.35102], [0.70747, 1.30306, 3.36413], [0.66847, 1.72695, 4.53238], [0.62179, 2.23241, 5.55831], [2.00327, 5.01395, 1.46726], [0.79844, 6.09472, 0.77593], [0.82073, 5.75952, 2.54040], [-0.18602, 2.36426, 0.67203], [1.26743, 3.20640, 0.15028], [2.05764, 3.35909, 3.16057], [2.75536, 1.65444, 1.86669], [-2.57566, -0.61419, 1.78496], [-1.32816, -1.37316, 2.18176], [-1.33358, -2.69905, 1.63363], [-0.94794, -2.79054, 0.36684], [-0.59975, -1.88106, -0.32889], [-0.96547, -4.25943, -0.08242], [-2.08446, -4.87360, 0.30692], [0.07511, -4.91379, 0.44941], [-0.88095, -4.35017, -1.40553], [-3.46877, -1.17037, 2.06907], [-2.60101, 0.36426, 2.26697], [-2.61492, -0.46842, 0.70724], [-1.29121, -1.49418, 3.26334], [-0.42325, -0.84512, 1.88047], [-7.02726, -3.43304, -2.73332], [-5.55312, -3.10843, -2.83570], [-5.30374, -1.71580, -2.54588], [-5.24494, -1.38888, -1.26626], [-5.37411, -2.12551, -0.33291], [-4.92872, 0.10760, -1.12677], [-5.65869, 0.85607, -1.95479], [-3.63380, 0.34313, -1.40818], [-5.15766, 0.53030, 0.11632], [-7.60882, -2.77107, -3.37541], [-7.20820, -4.46468, -3.03172], [-7.38869, -3.30024, -1.71387], [-5.20162, -3.26360, -3.85330], [-4.95362, -3.74014, -2.18113], [7.83709, -0.37646, -1.73475], [6.34618, -0.39403, -1.98876], [5.63763, 0.39407, -1.00048], [5.61694, 1.69969, -1.20501], [6.11228, 2.29937, -2.10767], [4.79346, 2.37445, -0.09706], [5.09064, 1.90235, 1.12529], [3.46352, 2.15812, -0.27697], [4.97403, 3.68598, -0.06921], [8.05541, -0.70465, -0.71811], [8.34590, -1.03553, -2.43615], [8.24391, 0.62812, -1.84859], [5.95683, -1.40470, -1.89082], [6.10141, -0.04340, -2.99020]], "forces_ev_per_a": [[0.2375, 0.1007, 0.2449], [0.1026, -0.3254, 0.3655], [0.1580, 0.4979, -0.7770], [-0.6596, -0.0633, 0.3122], [0.6957, 0.4843, -0.0100], [-0.1821, 0.6059, -0.2675], [-0.0920, -0.6414, 0.0876], [-0.1143, -0.1042, -0.1021], [-0.1907, -0.0768, 0.0377], [-0.0791, 0.1590, -0.1520], [0.0395, -0.1188, 0.2990], [0.1309, -0.2489, 0.1360], [0.1141, -0.1043, -0.2587], [-0.2219, -0.2110, 0.1271], [-0.0748, -0.1373, -0.2295], [-0.2034, 0.4948, 0.3868], [0.1575, -0.1674, -0.1012], [-0.0325, 0.3744, 0.3137], [0.0709, -0.1162, -0.1529], [-0.1244, -0.4848, -0.2248], [0.0089, 0.0951, 0.0339], [0.0336, 0.1204, 0.0577], [0.0331, 0.1400, 0.0282], [0.0069, 0.0457, 0.0882], [0.0038, -0.0180, 0.0417], [0.0761, 0.0606, 0.0110], [0.0073, -0.2633, -0.0379], [0.0272, -0.1438, -0.1709], [-0.1079, 0.2623, 0.1901], [-0.1723, -0.5697, -0.2526], [0.1319, 0.2300, 0.0935], [-0.0422, -0.5364, -0.3211], [0.0976, 0.2008, 0.1982], [-0.0963, 0.6078, 0.0089], [-0.0329, -0.1267, -0.0086], [0.0400, -0.1493, 0.0154], [0.0414, -0.1361, 0.0129], [0.0355, -0.0698, -0.0940], [0.0384, 0.0006, -0.0244], [0.0499, -0.0859, 0.0210], [0.0566, 0.2380, -0.0039], [-0.0070, 0.1575, 0.1517], [0.0099, 0.3039, 0.2269], [0.3844, -0.4845, -0.3710], [-0.2558, 0.1931, 0.1703], [0.2300, -0.6132, -0.4000], [-0.1197, 0.3095, 0.1357], [0.0751, 0.4101, 0.3712], [-0.0521, -0.1067, -0.0483], [0.0286, -0.0879, -0.1335], [-0.0038, -0.0422, -0.1483], [-0.0132, -0.1218, -0.0432], [-0.0416, -0.0237, -0.0092], [-0.0066, -0.0177, -0.1078], [-0.1498, 0.0901, 0.1911], [-0.0468, 0.2142, 0.0922]], "mulliken_charge": [-0.657, -0.370, -0.454, 0.171, -0.230, 0.653, -0.269, 0.295, 0.275, 0.290, 0.448, 0.459, 0.192, 0.151, -1.018, -0.144, -0.326, 0.358, -0.524, 0.886, -0.237, -0.261, -0.236, 0.366, 0.438, 0.106, 0.352, 0.229, -1.138, -0.144, -0.322, 0.373, -0.508, 0.912, -0.248, -0.263, -0.246, 0.307, 0.386, 0.319, 0.339, 0.254, -1.101, -0.223, -0.293, 0.186, -0.483, 1.110, -0.284, -0.267, -0.256, 0.310, 0.376, 0.322, 0.307, 0.332]}

=====

# 5
{"formula": "C3H2N3S", "method": "ωB97M-V/def2-TZVPD", "multiplicity": 3, "s2": 2.02, "total_charge": 1, "elements": ["C", "C", "C", "N", "N", "N", "S", "H", "H"], "positions_angstrom": [[0.43592, 0.99833, -0.21164], [0.15107, 0.63418, -1.46978], [1.82192, -0.67237, -0.60265], [4.50127, 0.66491, -1.53171], [1.43161, 0.18218, 0.22153], [4.56098, -0.15959, -0.82084], [1.16348, -0.76164, -2.09364], [-0.01661, 1.77718, 0.46703], [-0.62396, 1.00183, -2.13485]], "forces_ev_per_a": [[2.0796, -0.0504, 4.0461], [-1.4532, -1.4925, -5.3273], [1.4843, -1.5416, 0.1944], [0.0534, 0.0310, -0.0078], [-1.0772, 2.4605, 2.8162], [0.1121, 0.0249, -0.0124], [-1.7184, 1.3544, -0.8223], [0.5136, -0.9553, -1.0449], [0.0058, 0.1690, 0.1579]], "mulliken_spin": [0.310, 0.472, 1.069, 0.015, 0.136, 0.002, -0.029, 0.003, 0.024]}

=====

# 6
{"formula": "C3H7NO2", "method": "ωB97M-V/def2-TZVPD", "multiplicity": 1, "elements": ["C", "C", "N", "O", "C", "O", "H", "H", "H", "H", "H", "H", "H"], "positions_angstrom": [[-0.89374, 1.33583, 0.15552], [-0.14401, 0.32990, -0.49407], [-1.07511, -0.55055, -0.97164], [-0.75618, -1.70498, -0.34420], [1.24788, -0.02951, -0.06816], [1.81428, -1.02370, -0.87386], [-1.94749, 1.54833, -0.08272], [-1.07265, 0.46635, 1.26928], [-0.34961, 2.12811, 0.64218], [-1.20737, -1.26379, 0.74150], [1.28105, -0.30480, 1.00541], [1.88422, 0.85891, -0.18190], [1.21874, -1.79010, -0.79735]], "forces_ev_per_a": [[-0.7352, -0.4038, 3.6703], [-2.5862, -1.9568, -1.9977], [2.3814, 2.7306, -0.3539], [-1.8176, -0.1181, 4.3224], [0.2238, 0.0720, 0.0399], [-0.1381, -0.4698, 0.0929], [0.7358, -0.1913, -0.3804], [0.1200, 1.8942, -1.9503], [0.0315, 0.5415, -0.0432], [1.8741, -2.3640, -3.1380], [-0.1954, 0.1121, -0.2095], [-0.2008, -0.0761, 0.0564], [0.3066, 0.2294, -0.1090]], "mulliken_charge": [-0.593, 0.157, -0.413, -0.381, -0.168, -0.532, 0.332, 0.058, 0.323, 0.345, 0.179, 0.348, 0.345]}

=====

Number 1: E_tot -51726.993 eV. Number 2: E_tot -66134.575 eV. Number 3: E_tot -23136.661 eV. Number 4: E_tot -67521.083 eV. Number 5: E_tot -18436.950 eV. Number 6: E_tot -8803.297 eV.